# C25H42F2N2O6SSi

2 unconnected molecules or ions with the total composition C25H42F2N2O6SSi at a distorted geometry (ωB97M-V/def2-TZVPD, OMol25).

```
79
Properties=species:S:1:pos:R:3:mulliken_spin:R:1
C -1.698 4.545 4.570 0.000
Si -1.441 3.943 2.804 0.000
C -1.315 5.468 1.715 0.000
C 0.073 2.853 2.702 0.000
C 0.690 2.697 1.297 0.000
C 1.100 1.277 0.931 0.001
F -0.076 0.566 0.673 0.000
F 1.742 1.314 -0.278 0.000
C 1.933 0.533 1.963 0.000
N 1.835 -0.911 1.742 0.000
C 1.411 -1.652 2.906 0.000
C -0.090 -1.465 3.192 0.000
C -1.032 -2.629 2.909 0.000
S -1.162 -3.255 1.225 0.000
O -1.024 -4.679 1.280 0.000
O -0.408 -2.483 0.298 0.001
O -2.726 -2.997 0.924 0.000
C 3.447 0.969 1.984 0.000
O 4.140 0.498 1.069 0.000
O 3.748 1.729 2.950 0.000
C -2.978 2.999 2.263 0.000
C -2.905 1.808 1.540 0.000
C -4.053 1.150 1.123 0.000
C -5.302 1.666 1.428 0.000
C -5.398 2.842 2.152 0.000
C -4.248 3.499 2.559 0.000
H -2.036 3.736 5.219 0.000
H -2.444 5.342 4.578 0.000
H -0.754 4.938 4.952 0.000
H -0.602 6.197 2.101 0.000
H -2.304 5.933 1.665 0.000
H -1.041 5.195 0.694 0.000
H -0.183 1.878 3.127 0.000
H 0.826 3.269 3.378 0.000
H 0.010 3.031 0.508 0.000
H 1.590 3.309 1.211 0.000
H 1.557 0.784 2.953 0.000
H 2.731 -1.231 1.394 0.000
H 1.636 -2.713 2.768 0.000
H 1.963 -1.333 3.806 0.000
H -0.207 -1.300 4.269 0.000
H -0.440 -0.557 2.700 0.000
H -0.767 -3.506 3.497 0.000
H -2.042 -2.327 3.190 0.000
H -3.034 -2.219 1.403 0.000
H -1.939 1.396 1.285 0.000
H -3.961 0.242 0.539 0.000
H -6.194 1.152 1.093 0.000
H -6.369 3.253 2.400 0.000
H -4.340 4.422 3.121 0.000
C 2.216 -3.042 -2.044 0.048
C 2.172 -1.649 -2.707 -0.011
C 0.805 -0.990 -2.504 0.033
C -0.309 -1.622 -3.336 -0.027
C 0.072 -1.674 -4.815 0.043
C 1.416 -2.365 -5.063 0.002
N 2.451 -1.735 -4.182 0.414
O 2.909 -0.646 -4.678 0.527
C 1.293 -3.876 -4.821 0.019
C 1.847 -2.176 -6.511 -0.006
C 3.238 -0.796 -2.040 -0.018
H 2.652 -2.953 -1.051 0.006
H 1.230 -3.488 -1.914 0.004
H 2.837 -3.735 -2.612 -0.032
H 0.889 0.069 -2.767 -0.007
H 0.564 -1.030 -1.439 0.010
H -0.543 -2.625 -2.968 -0.001
H -1.223 -1.037 -3.216 0.001
H -0.696 -2.196 -5.393 0.000
H 0.127 -0.653 -5.205 0.006
H 2.272 -4.354 -4.884 -0.009
H 0.657 -4.305 -5.598 0.000
H 0.849 -4.131 -3.865 0.001
H 1.869 -1.127 -6.793 0.002
H 1.140 -2.696 -7.161 0.000
H 2.843 -2.591 -6.676 -0.003
H 4.237 -1.216 -2.172 -0.013
H 3.023 -0.766 -0.972 0.005
H 3.246 0.232 -2.390 0.005
```

Results
- E_HOMO (eV) = -4.80
- <S²> = 0.754
- max |F| (eV/A) = 1.093
- spin multiplicity = 2
- net charge = -1
- E_tot (a.u.) = -2426.22903

=====

# C16H8Cl3N4O6S2Ti

A molecular structure, C16H8Cl3N4O6S2Ti (ωB97M-V/def2-TZVPD, OMol25).

```
40
Properties=species:S:1:pos:R:3:mulliken_spin:R:1
Ti 0.097 0.281 -0.916 1.001
C 3.134 -0.448 0.711 -0.014
C 2.633 -1.770 0.618 0.002
C 2.111 -1.953 -0.660 -0.005
C 2.257 -0.730 -1.386 0.020
C 2.925 0.187 -0.513 -0.002
H 3.564 0.008 1.594 -0.001
H 2.615 -2.501 1.417 0.000
H 1.664 -2.859 -1.042 0.002
H 2.198 -0.637 -2.462 -0.001
H 3.203 1.200 -0.762 0.006
S -0.119 0.819 -3.307 -0.026
C -1.736 1.466 -3.467 0.000
C -2.122 1.852 -4.790 0.003
N -2.422 2.172 -5.856 0.000
C -2.612 1.609 -2.440 0.000
S -2.293 1.183 -0.791 -0.021
C -3.919 2.140 -2.707 0.004
N -4.977 2.554 -2.897 -0.001
O 0.612 3.320 4.100 0.000
C 0.233 2.093 4.415 -0.002
O -0.011 1.775 5.559 0.000
C 0.086 1.134 3.295 -0.002
C -0.265 -0.198 3.413 0.010
N -0.267 -0.722 2.179 0.010
N 0.067 0.185 1.278 -0.022
C 0.289 1.313 1.910 0.026
C 0.676 2.442 1.014 0.002
O 0.954 3.545 1.503 0.005
O 0.685 2.127 -0.219 0.002
H 0.775 3.442 3.109 0.000
H -0.501 -0.775 4.290 0.001
H -0.463 -1.674 1.854 0.001
Cl -3.073 -3.031 -2.041 0.000
C -1.433 -3.556 -1.599 -0.001
Cl -1.453 -5.283 -1.205 0.000
Cl -0.335 -3.268 -2.953 0.001
C -1.008 -2.704 -0.355 0.002
O -0.967 -3.236 0.743 0.001
O -0.801 -1.500 -0.633 -0.002
```

Results
- E_HOMO (spin up / spin down) (eV) = -2.30 / -2.30
- <S²> = 0.754
- max |F| (eV/A) = 0.511
- spin multiplicity = 2
- net charge = -2
- E_tot (a.u.) = -4311.69682
- ΔE to the lowest compared entry with this formula, charge and spin (kJ/mol) = 72.5

=====

# C19H24N4O7

2 unconnected molecules or ions with the total composition C19H24N4O7 at a distorted geometry (ωB97M-V/def2-TZVPD, OMol25).

```
54
Properties=species:S:1:pos:R:3:mulliken_charge:R:1
C -0.238 2.799 -4.866 -0.905
N 0.533 1.827 -4.092 -0.037
C 1.442 2.151 -3.162 0.106
O 1.706 3.319 -2.897 -0.652
C 2.094 0.978 -2.400 0.325
C 1.372 0.618 -1.089 -0.980
C -0.081 0.274 -1.230 0.500
C -0.592 -0.978 -1.230 -1.139
N -1.962 -0.921 -1.394 0.053
C -2.404 0.377 -1.531 -0.581
C -3.672 0.936 -1.737 -0.939
C -3.795 2.333 -1.824 -0.469
C -2.656 3.146 -1.693 -0.906
C -1.387 2.573 -1.479 -0.169
C -1.225 1.171 -1.406 1.273
N 3.557 1.040 -2.208 -0.156
C 4.366 1.924 -1.614 0.603
C 3.872 3.171 -0.911 -0.757
O 5.566 1.697 -1.618 -0.680
H 0.394 3.245 -5.636 0.304
H -1.095 2.313 -5.333 0.333
H -0.600 3.592 -4.207 0.296
H 0.315 0.851 -4.219 0.261
H 1.941 0.114 -3.045 0.291
H 1.882 -0.231 -0.630 0.440
H 1.439 1.450 -0.391 0.169
H -0.011 -1.884 -1.109 0.478
H -2.563 -1.732 -1.377 0.181
H -4.541 0.302 -1.824 0.400
H -4.766 2.783 -1.980 0.409
H -2.756 4.222 -1.751 0.429
H -0.522 3.213 -1.379 0.507
H 4.081 0.277 -2.604 0.267
H 2.898 3.017 -0.462 0.225
H 4.587 3.437 -0.134 0.337
H 3.815 3.982 -1.635 0.186
C -1.806 -3.861 2.592 -1.342
C -1.595 -2.877 3.752 0.451
N -0.294 -3.158 4.379 -0.210
C -0.069 -4.127 5.350 0.510
O -1.008 -4.870 5.633 -0.603
C 1.277 -4.240 6.020 0.502
O 2.151 -3.451 5.669 -0.567
O 1.494 -5.187 6.977 -0.405
C -1.692 -1.411 3.278 0.342
O -2.613 -1.092 2.545 -0.558
O -0.738 -0.539 3.688 -0.483
H -1.046 -3.711 1.820 0.308
H -2.794 -3.718 2.143 0.326
H -1.743 -4.894 2.949 0.392
H -2.395 -3.017 4.488 0.300
H 0.451 -2.468 4.259 0.297
H 2.410 -5.069 7.270 0.365
H -0.984 0.308 3.281 0.373
```

Results
- E_HOMO (eV) = -8.26
- SMILES = CNC(=O)[C@H](Cc1c[nH]c2ccccc12)NC(C)=O.C[C@@H](NC(=O)C(=O)O)C(=O)O
- max |F| (eV/A) = 4.128
- E_tot (a.u.) = -1484.20061
- ΔE to the lowest compared entry with this formula, charge and spin (kJ/mol) = 0.0

=====

# C5H7NO

C5H7NO in the gas phase at a distorted geometry (ωB97M-V/def2-TZVPD, OMol25).

```
14
Properties=species:S:1:pos:R:3:mulliken_charge:R:1
C -1.335 -1.354 -0.024 -1.356
C -0.498 -0.160 0.464 0.858
C -1.067 1.093 -0.068 0.094
N -1.495 2.085 -0.483 -0.491
C 0.965 -0.329 0.104 -0.548
C 1.865 0.607 -0.219 -0.097
O 1.741 1.945 -0.339 -0.501
H -2.384 -1.253 0.265 0.378
H -0.938 -2.274 0.417 0.351
H -1.278 -1.441 -1.113 0.354
H -0.600 -0.095 1.557 0.176
H 1.318 -1.359 0.135 0.244
H 2.890 0.313 -0.429 0.328
H 0.815 2.222 -0.268 0.210
```

Results
- E_HOMO (eV) = -9.27
- SMILES = C[C@H](C#N)/C=C\O
- max |F| (eV/A) = 1.073
- E_tot (a.u.) = -324.68465
- ΔE to the lowest compared entry with this formula, charge and spin (kJ/mol) = 104.6